Formula: C31H10Cl64O4S
Source: the Open Molecules 2025 dataset
Level of theory: ωB97M-V with the def2-TZVPD basis set

E_HOMO ... -9.50 eV
Gap between HOMO and LUMO ... 7.54 eV

Last column: Löwdin charge in e.
Cartesian coordinates (Å):
C -3.65649 4.81425 0.63714  -0.19
S -2.98744 4.14960 -0.98759  0.71
O -2.22738 5.29447 -1.62068  -0.38
O -4.06927 3.72218 -1.93975  -0.36
C -1.84828 2.74721 -0.48561  -0.22
C -0.31751 3.08530 -0.55774  0.00
C 0.75975 2.03988 -0.12909  -0.14
C 0.20578 0.65978 0.37384  -0.01
C -1.30571 0.31472 0.41147  -0.11
C -2.39430 1.36735 -0.02233  -0.14
C -3.94053 0.98009 0.03564  -0.25
O -4.89361 1.78737 0.11843  0.05
C -4.25536 -0.59890 -0.07313  -0.02
C -5.62822 -1.11666 -0.60096  0.03
C -5.92874 -2.63582 -0.75185  -0.05
C -4.82444 -3.67442 -0.37011  -0.22
C -3.47162 -3.16481 0.19383  -0.01
C -3.16933 -1.65151 0.34793  -0.03
C -1.78965 -1.11966 0.91800  -0.25
O -1.06635 -1.74319 1.75046  -0.03
H -4.29633 5.74568 0.50072  0.08
H -2.71893 4.99471 1.28117  0.09
H -4.25886 3.99691 1.17105  0.01
H 0.01527 4.12130 -0.93279  0.12
H 1.88531 2.24871 -0.13092  0.00
H 1.00377 -0.09497 0.71886  0.11
H -6.45142 -0.37681 -0.91800  0.12
H -6.92154 -3.06931 -1.13063  -0.08
H -5.03634 -4.80271 -0.51032  0.00
H -2.64742 -3.89562 0.47764  0.09
C 3.57164 0.93481 -3.34772  -1.95
Cl 3.09826 -0.29636 -4.53699  0.53
Cl 2.37740 0.97542 -2.02583  0.57
Cl 5.17271 0.53351 -2.68831  0.48
Cl 3.63475 2.52587 -4.13513  0.50
C -5.85145 6.28244 4.19808  -2.00
Cl -5.82617 5.64929 5.85782  0.53
Cl -7.38287 7.13571 3.91349  0.48
Cl -4.49527 7.40814 3.97261  0.53
Cl -5.70039 4.93631 3.04786  0.57
C 5.83525 3.81327 -0.22498  -1.98
Cl 7.16567 2.65282 -0.01860  0.47
Cl 6.25585 4.97796 -1.49856  0.54
Cl 4.35759 2.94118 -0.68536  0.51
Cl 5.56161 4.67849 1.30270  0.53
C 9.22721 -0.86988 -1.02462  -1.95
Cl 9.25706 -1.50238 0.63274  0.50
Cl 7.69752 -0.00640 -1.30588  0.44
Cl 10.58818 0.24800 -1.25578  0.52
Cl 9.36440 -2.21857 -2.17421  0.48
C -3.63191 -6.88842 -2.50190  -1.96
Cl -3.39943 -6.84899 -4.26411  0.52
Cl -3.89219 -5.23235 -1.89589  0.65
Cl -5.04943 -7.88728 -2.11386  0.53
Cl -2.18929 -7.58095 -1.72952  0.52
C -10.07933 -4.03872 -2.68406  -1.99
Cl -10.16098 -3.76900 -4.43760  0.53
Cl -11.43724 -3.21150 -1.89288  0.53
Cl -10.16847 -5.78057 -2.34721  0.52
Cl -8.54454 -3.39191 -2.05619  0.60
C 14.01563 -0.72170 0.67472  -2.03
Cl 13.54098 -1.94966 -0.51933  0.50
Cl 12.82362 -0.68407 1.99151  0.50
Cl 15.61494 -1.12540 1.33469  0.52
Cl 14.08394 0.87292 -0.10785  0.50
C -10.61788 9.39212 5.41533  -2.01
Cl -9.59049 8.16097 6.17982  0.50
Cl -9.87433 10.99296 5.61696  0.52
Cl -10.78325 9.03098 3.68366  0.48
Cl -12.22214 9.38342 6.17940  0.52
C 1.06051 -4.28274 3.09826  -1.99
Cl 2.24561 -5.59968 3.25736  0.48
Cl 0.95654 -3.39215 4.63127  0.53
Cl 1.57521 -3.17886 1.80555  0.53
Cl -0.53191 -4.96127 2.69784  0.52
C -0.54264 -7.85539 6.10900  -2.01
Cl 0.62752 -7.32451 4.88168  0.46
Cl -1.34297 -9.34488 5.56145  0.51
Cl 0.30406 -8.16657 7.64008  0.52
Cl -1.75993 -6.58441 6.35309  0.51
C 7.22427 -6.00863 -3.19323  -2.00
Cl 8.24684 -7.24859 -2.43738  0.49
Cl 7.98127 -4.41265 -2.99301  0.46
Cl 7.04147 -6.36593 -4.92453  0.52
Cl 5.62569 -6.00656 -2.41687  0.51
C -8.93715 10.96163 0.69687  -2.02
Cl -8.47230 9.45859 1.52320  0.46
Cl -10.68086 11.23618 0.90002  0.51
Cl -8.03784 12.32425 1.39758  0.52
Cl -8.55686 10.82800 -1.03325  0.52
C 6.33858 -0.82255 3.34957  -2.01
Cl 7.65785 -1.99158 3.57897  0.51
Cl 6.77815 0.33063 2.06993  0.47
Cl 4.85706 -1.68665 2.88453  0.51
Cl 6.05886 0.05689 4.86765  0.53
C 3.41500 6.00256 -6.71702  -2.02
Cl 2.20076 4.84123 -7.29366  0.52
Cl 4.21107 5.35438 -5.26634  0.48
Cl 4.62768 6.27201 -7.98707  0.52
Cl 2.62160 7.54113 -6.31918  0.52
C -1.30101 -0.41600 -3.83146  -1.96
Cl 0.03314 -1.57395 -3.63314  0.50
Cl -0.88781 0.75205 -5.10583  0.53
Cl -2.78080 -1.28971 -4.28421  0.53
Cl -1.56813 0.44553 -2.29885  0.71
C 7.51949 -10.30787 0.42561  -2.02
Cl 9.12410 -10.46189 -0.32270  0.51
Cl 7.70070 -9.77733 2.11146  0.52
Cl 6.56146 -9.11180 -0.47202  0.48
Cl 6.69375 -11.88052 0.38506  0.52